(1)
# C26H27N3O5

C26H27N3O5 in the gas phase (the ωB97M-V functional and the def2-TZVPD basis, OMol25).

Output
Kohn-Sham gap: 8.2 eV
SMILES: CCCOc1ccc(N2C[C@H](C(=O)Nc3ccccc3C(=O)NCc3ccco3)CC2=O)cc1
net charge: 0
HOMO: -7.8 eV
LUMO: 0.388 eV
E_tot: -42109.2932 eV
relative energy (zero: lowest compared OMol25 entry of this formula, charge and spin): 36.32 kJ/mol

Element x y z (Å)
C1 3.6799 2.6246 -8.3398
C2 3.6299 1.8146 -7.0515
C3 3.6470 2.7269 -5.8227
O1 3.6358 2.0096 -4.6067
C4 2.4759 1.4448 -4.1658
C5 2.5843 0.6754 -3.0074
C6 1.4797 0.0668 -2.4516
C7 0.2221 0.2109 -3.0376
N1 -0.9050 -0.3976 -2.4628
C8 -0.8847 -0.8551 -1.0868
C9 -2.3669 -1.0923 -0.7472
C10 -2.5169 -2.2353 0.2555
O2 -2.9100 -3.3371 -0.0524
N2 -2.1295 -1.8481 1.4996
C11 -2.0552 -2.5861 2.6718
C12 -2.3515 -3.9484 2.7120
C13 -2.2253 -4.6586 3.8880
C14 -1.7914 -4.0285 5.0443
C15 -1.5216 -2.6747 5.0239
C16 -1.6688 -1.9248 3.8576
C17 -1.4109 -0.4609 3.8525
O3 -1.0722 0.1594 2.8460
N3 -1.6200 0.1738 5.0223
C18 -1.3333 1.5843 5.2084
C19 -0.2113 1.7817 6.1727
C20 1.1411 1.8037 5.9985
C21 1.7035 1.9777 7.2867
C22 0.6525 2.0438 8.1463
O4 -0.5104 1.9222 7.4848
C23 -2.9796 -1.4002 -2.1068
C24 -2.0657 -0.7152 -3.1073
O5 -2.3297 -0.5006 -4.2672
C25 0.1125 0.9834 -4.1891
C26 1.2222 1.5885 -4.7497
H1 4.5817 3.2318 -8.3757
H2 3.6753 1.9633 -9.2023
H3 2.8191 3.2863 -8.4105
H4 2.7294 1.1977 -7.0349
H5 4.4901 1.1447 -6.9967
H6 2.8168 3.4435 -5.8617
H7 4.5836 3.2923 -5.7976
H8 3.5572 0.5658 -2.5551
H9 1.6096 -0.5287 -1.5621
H10 -0.4228 -0.1053 -0.4400
H11 -0.3217 -1.7946 -1.0025
H12 -2.8011 -0.1822 -0.3241
H13 -1.7701 -0.8969 1.6198
H14 -2.6686 -4.4377 1.8065
H15 -2.4508 -5.7141 3.8995
H16 -1.6635 -4.5897 5.9571
H17 -1.1551 -2.2050 5.9257
H18 -1.9177 -0.3454 5.8322
H19 -2.2295 2.0904 5.5802
H20 -1.0616 1.9783 4.2265
H21 1.6652 1.7127 5.0696
H22 2.7431 2.0456 7.5319
H23 0.6004 2.1731 9.2090
H24 -4.0053 -1.0546 -2.2189
H25 -2.9663 -2.4783 -2.2899
H26 -0.8477 1.1022 -4.6611
H27 1.0837 2.1764 -5.6429

***

(2)
# C26H28AsF5N5O7PdSi2

A molecular structure, C26H28AsF5N5O7PdSi2 at a distorted geometry (the ωB97M-V functional and the def2-TZVPD basis, OMol25).

Output
Kohn-Sham gap (alpha / beta): 5.1 / 5.4 eV
net charge: +1
HOMO (alpha / beta): -10.3 / -10.7 eV
LUMO (alpha / beta): -5.198 / -5.314 eV
E_tot: -142846.9295 eV

Element x y z (Å)
Pd1 0.1149 0.0903 0.2578
C1 -0.2629 0.0672 4.8617
C2 -0.4893 0.4174 3.5281
N1 0.4385 0.3165 2.5978
C3 1.6667 -0.1309 2.9335
C4 1.9905 -0.4937 4.2600
C5 0.9771 -0.3970 5.2274
C6 3.3032 -0.9458 4.5722
C7 4.2485 -1.0526 3.6093
C8 3.9651 -0.6986 2.2615
C9 4.9136 -0.8146 1.2326
C10 4.5775 -0.4286 -0.0423
C11 3.2932 0.0658 -0.2767
N2 2.3769 0.1452 0.6613
C12 2.6750 -0.2342 1.9167
H1 -1.0584 0.1625 5.5823
H2 -1.4600 0.7876 3.2204
H3 1.1834 -0.7044 6.2410
H4 3.5192 -1.2066 5.5960
H5 5.2406 -1.4005 3.8424
H6 5.8922 -1.2107 1.4515
H7 5.2736 -0.5126 -0.8603
H8 3.0121 0.3967 -1.2672
O1 -0.3476 -4.7635 -5.6055
N3 -0.8895 -3.6828 -5.5937
O2 -1.6734 -3.2790 -6.4220
C13 -0.5524 -2.7857 -4.5120
C14 0.2965 -3.2235 -3.5070
C15 0.6719 -2.3384 -2.5040
C16 0.3292 -0.9494 -2.5685
O3 0.8906 -0.0775 -1.8459
C17 -0.6842 -0.5917 -3.5382
C18 -1.1050 -1.5080 -4.4972
N4 -1.2938 0.6196 -3.4402
O4 -2.3651 0.9198 -3.9977
O5 -0.7743 1.5788 -2.6164
N5 1.3376 -2.8245 -1.3537
O6 1.9633 -3.8576 -1.4202
O7 1.2121 -2.1875 -0.2964
H9 0.6359 -4.2494 -3.4788
H10 -1.8470 -1.2246 -5.2292
F1 -1.4288 -1.8493 1.7664
C19 -1.7103 -0.9561 0.7780
F2 -2.6377 -0.0645 1.3128
C20 -2.4139 -1.6490 -0.3769
F3 -1.6215 -2.5608 -0.9415
F4 -3.5855 -2.2169 -0.1195
F5 -2.6571 -0.7152 -1.3439
C21 -3.7764 4.2003 -0.2222
Si1 -3.3713 3.2486 -1.8333
C22 -4.6612 1.9050 -2.2107
C23 -2.6155 4.2366 -3.2804
As1 -1.3090 1.8165 -0.8501
Si2 0.5084 3.4647 -0.6017
C24 -0.2260 5.2201 -0.3773
C25 1.2152 3.0895 1.1387
C26 1.6950 3.2472 -2.0761
H11 -4.6716 4.8010 -0.3481
H12 -2.9747 4.8628 0.0896
H13 -3.9663 3.4894 0.5801
H14 -5.6609 2.3212 -2.3027
H15 -4.6766 1.1648 -1.4120
H16 -4.4180 1.3927 -3.1400
H17 -3.3644 4.8610 -3.7600
H18 -2.2415 3.5448 -4.0319
H19 -1.7937 4.8776 -2.9699
H20 -0.7568 5.2688 0.5706
H21 -0.8917 5.5601 -1.1617
H22 0.5915 5.9302 -0.3213
H23 0.4487 2.6452 1.7768
H24 1.5464 4.0067 1.6160
H25 2.0690 2.4185 1.1124
H26 1.4326 3.9182 -2.8900
H27 1.6451 2.2296 -2.4562
H28 2.7199 3.4593 -1.7841

***

(3)
# C26H28BaN6O2S2

A molecular structure, C26H28BaN6O2S2 at a distorted geometry (the ωB97M-V functional and the def2-TZVPD basis, OMol25).

Output
Kohn-Sham gap: 5.6 eV
net charge: -2
HOMO: -1.2 eV
LUMO: 4.429 eV
E_tot: -62815.0541 eV
relative energy (zero: lowest compared OMol25 entry of this formula, charge and spin): 441.36 kJ/mol

Element x y z (Å)
Ba1 0.5215 1.3468 0.0482
C1 -1.9366 5.7962 3.5596
S1 -2.9930 4.6003 2.7415
C2 -1.8440 3.3504 2.0821
S2 -0.1620 3.7554 1.9267
N1 -2.5658 2.3201 1.8153
N2 -1.9545 1.2185 1.1561
C3 -2.7820 0.2328 1.1599
C4 -2.7443 -1.0999 0.6123
C5 -3.8101 -1.9481 0.8960
C6 -3.9843 -3.2199 0.4048
C7 -2.9955 -3.6464 -0.5238
C8 -1.9408 -2.9007 -0.8624
N3 -1.6075 -1.6391 -0.1727
H1 -2.4575 6.7556 3.5542
H2 -1.0022 5.8932 3.0068
H3 -1.7026 5.5228 4.5898
H4 -3.7339 0.4091 1.6687
H5 -4.5649 -1.5114 1.5424
H6 -4.8383 -3.8288 0.6575
H7 -3.0804 -4.6033 -1.0308
H8 -1.1323 -3.1837 -1.5134
C9 -1.7978 3.2690 -3.4983
C10 -1.3597 2.1066 -2.6288
O1 -0.6474 2.3707 -1.6348
C11 -1.8028 0.8222 -2.9742
C12 -1.8178 -0.4011 -2.2256
C13 -2.6801 -1.4381 -2.9429
N4 -1.1687 -0.5282 -1.0818
N5 -0.5337 -2.2721 0.7163
C14 0.3546 -1.6203 1.4161
O2 0.6700 -0.4070 1.5060
C15 1.1811 -2.5734 2.2748
C16 2.0349 -2.0253 3.2239
C17 2.8183 -2.8478 4.0237
C18 2.7627 -4.2262 3.8769
C19 1.9123 -4.7778 2.9259
C20 1.1244 -3.9571 2.1332
H9 -1.4445 4.1962 -3.0540
H10 -2.8845 3.2935 -3.5921
H11 -1.3761 3.1691 -4.5018
H12 -2.3428 0.7848 -3.9106
H13 -3.0793 -0.9823 -3.8436
H14 -3.5098 -1.7911 -2.3351
H15 -2.0952 -2.3128 -3.2211
H16 2.0817 -0.9488 3.3126
H17 3.4814 -2.4051 4.7577
H18 3.3806 -4.8667 4.4958
H19 1.8638 -5.8533 2.7981
H20 0.4522 -4.3707 1.3934
C21 2.5871 2.8278 -3.0854
C22 3.4873 1.8667 -2.3679
C23 4.7513 1.4492 -2.7520
C24 5.1656 0.5136 -1.7612
C25 4.1203 0.4384 -0.8555
C26 4.0368 -0.4235 0.3686
N6 3.0904 1.2608 -1.2121
H21 3.1603 3.4208 -3.8042
H22 2.0929 3.5233 -2.4012
H23 1.7866 2.3251 -3.6410
H24 5.2956 1.7847 -3.6256
H25 6.0986 -0.0320 -1.7006
H26 5.0103 -0.8731 0.5835
H27 3.3186 -1.2450 0.2679
H28 3.7315 0.1369 1.2581

***

(4)
# C26H28BrCl2N4O7PS2Ta

A molecular structure, C26H28BrCl2N4O7PS2Ta at a distorted geometry (the ωB97M-V functional and the def2-TZVPD basis, OMol25).

Output
Kohn-Sham gap: 6.4 eV
net charge: +1
HOMO: -11.0 eV
LUMO: -4.590 eV
E_tot: -175299.8518 eV
relative energy (zero: lowest compared OMol25 entry of this formula, charge and spin): 81.73 kJ/mol

Element x y z (Å)
Ta1 -1.4821 -0.2201 0.9069
Br1 3.0365 5.6012 0.5519
C1 3.6497 4.2140 1.6735
C2 2.9219 3.8850 2.8046
C3 3.3414 2.8390 3.6125
C4 4.4991 2.1381 3.2863
C5 5.2666 2.5338 2.1973
C6 4.8296 3.5539 1.3683
N1 5.0226 1.0363 4.0355
N2 4.3133 0.0864 4.3991
C7 2.9423 -0.0090 3.9790
C8 1.9660 -0.0403 4.9322
C9 0.5985 -0.0991 4.5886
C10 0.2629 -0.1531 3.2719
O1 -0.9981 -0.1524 2.7704
C11 1.2531 -0.2179 2.2840
N3 0.7696 -0.3502 1.0106
C12 1.6534 -0.4138 0.0213
C13 3.0317 -0.3729 0.2506
C14 3.5173 -0.2622 1.5269
C15 2.6121 -0.1652 2.6041
H1 2.0249 4.4372 3.0507
H2 2.7694 2.5944 4.4941
H3 6.2015 2.0226 2.0022
H4 5.4086 3.8459 0.5031
H5 2.2522 0.0295 5.9738
H6 -0.1679 -0.0719 5.3518
H7 1.2670 -0.4945 -0.9860
H8 3.6947 -0.4365 -0.6007
H9 4.5831 -0.2550 1.7106
O2 0.0893 2.5230 1.4096
Cl1 -1.1862 2.7098 0.8217
O3 -1.3327 3.8908 0.0879
O4 -1.3253 1.4923 -0.2054
O5 -2.2437 2.4215 1.7313
C16 -2.3945 -2.8478 -4.0267
C17 -1.2429 -2.2218 -4.7841
C18 -1.6690 -1.4585 -6.0200
O6 -0.4102 -1.3659 -3.9353
P1 -0.7882 -0.1857 -2.9728
S1 0.6289 1.0782 -2.7615
S2 -1.2189 -1.3587 -1.2109
O7 -2.1990 0.2612 -3.4813
C19 -2.9797 1.5011 -3.4894
C20 -2.1329 2.7499 -3.5715
C21 -3.9046 1.4886 -2.2939
H10 -2.9037 -3.5416 -4.6978
H11 -3.1171 -2.0981 -3.7012
H12 -2.0416 -3.4108 -3.1609
H13 -0.5367 -2.9999 -5.0645
H14 -2.4256 -0.7109 -5.7809
H15 -2.0910 -2.1560 -6.7451
H16 -0.8118 -0.9661 -6.4783
H17 -3.5587 1.3967 -4.4054
H18 -1.5770 2.9230 -2.6481
H19 -2.8055 3.5938 -3.7348
H20 -1.4292 2.7057 -4.4010
H21 -3.3358 1.5945 -1.3720
H22 -4.4819 0.5643 -2.2537
H23 -4.5980 2.3285 -2.3595
Cl2 -3.7610 -0.2797 1.1880
C22 -1.5503 -5.2407 1.6552
C23 -2.6124 -4.6168 1.0224
C24 -2.5974 -3.2470 0.8763
N4 -1.5930 -2.4779 1.3391
C25 -0.5696 -3.0924 1.9576
C26 -0.5119 -4.4578 2.1313
H24 -1.5334 -6.3157 1.7770
H25 -3.4518 -5.1772 0.6361
H26 -3.4034 -2.7382 0.3712
H27 0.2264 -2.4719 2.3391
H28 0.3401 -4.8893 2.6371

***

Question: What is the formula in the second record?
Answer: C26H28AsF5N5O7PdSi2

***

Question: Which formula does entry 4 have?
Answer: C26H28BrCl2N4O7PS2Ta

***

Question: Look up the net charge of the third one.
Answer: -2